(1)
The following is a DFT calculation (wB97M-V/def2-TZVPD) of one molecule with the formula C7H10 at a distorted geometry.

Computed properties:
LUMO in Eh: 0.02518
Relative energy (zero: lowest compared OMol25 entry of this formula, charge and spin) in kcal/mol: 119.72

The geometry in ORCA input format:
```
! RIJCOSX wB97M-V def2-TZVPD def2/J DEFGRID3
* xyz 0 1
C -1.920 -0.136 1.476
C -1.982 0.148 2.715
C -1.358 -0.656 0.281
C 0.953 0.081 0.633
C -0.098 0.090 -0.141
C 2.302 0.375 0.014
C -0.102 0.201 -1.642
H -3.014 0.204 1.676
H -1.207 -1.685 0.508
H -2.059 -0.465 -0.610
H 0.898 0.044 1.708
H 2.184 0.743 -0.987
H 2.930 -0.535 -0.039
H 2.888 1.097 0.510
H -0.187 -0.789 -2.152
H 0.815 0.656 -2.126
H -1.043 0.627 -1.822
*
```

(2)
The following is a DFT calculation (wB97M-V/def2-TZVPD) of one molecule with the formula C20H18N2O4 at a distorted geometry.

Computed properties:
SMILES: CN1CC=C(c2c(O)cc(O)c3c(=O)cc(-c4ccncc4)oc23)CC1
LUMO in Eh: -0.03652
Relative energy (zero: lowest compared OMol25 entry of this formula, charge and spin) in kcal/mol: 129.24

The geometry in ORCA input format:
```
! RIJCOSX wB97M-V def2-TZVPD def2/J DEFGRID3
* xyz 0 1
C 3.893 3.763 -1.178
N 3.243 2.481 -0.902
C 3.541 1.700 0.408
C 2.326 1.092 1.054
C 0.998 1.007 0.594
C -0.149 0.518 1.558
C -0.312 1.242 2.764
O 0.386 2.425 3.026
C -1.115 0.853 3.726
C -2.016 -0.220 3.500
O -2.799 -0.503 4.503
C -1.995 -0.944 2.325
C -3.000 -1.900 1.974
O -3.872 -2.308 2.795
C -2.858 -2.485 0.677
C -1.868 -2.113 -0.272
C -1.735 -2.635 -1.587
C -2.691 -3.369 -2.309
C -2.483 -3.551 -3.784
N -1.316 -3.190 -4.427
C -0.409 -2.724 -3.571
C -0.626 -2.352 -2.310
O -0.876 -1.209 0.043
C -1.040 -0.550 1.290
C 0.749 1.583 -0.769
C 2.104 1.874 -1.578
H 4.155 3.859 -2.242
H 3.333 4.644 -0.932
H 4.844 3.859 -0.636
H 4.072 2.409 1.039
H 4.320 0.882 0.265
H 2.471 0.814 2.141
H 0.494 2.824 2.222
H -1.039 1.516 4.569
H -3.388 -1.194 4.290
H -3.714 -3.170 0.315
H -3.596 -3.572 -1.854
H -3.215 -3.903 -4.483
H 0.472 -2.432 -3.987
H 0.154 -1.867 -1.909
H 0.258 2.610 -0.547
H 0.094 0.914 -1.288
H 2.269 0.872 -1.996
H 1.934 2.449 -2.519
*
```

(3)
The following is a DFT calculation (wB97M-V/def2-TZVPD) of C26H19BrN2NiPSe as an isolated structure.

Computed properties:
LUMO (spin up / spin down) in Eh: 0.09717 / 0.09706
Relative energy (zero: lowest compared OMol25 entry of this formula, charge and spin) in kcal/mol: 2.27

The geometry in ORCA input format:
```
! RIJCOSX wB97M-V def2-TZVPD def2/J DEFGRID3
* xyz -1 3
Ni 1.352 0.154 2.030
C 1.591 -2.177 -5.263
C 0.591 -1.273 -4.938
C 0.517 -0.740 -3.655
C 1.448 -1.096 -2.684
C 2.459 -1.995 -3.028
C 2.527 -2.540 -4.301
P 1.448 -0.462 -0.961
C 0.127 0.808 -1.023
C 0.491 2.139 -1.223
C -0.466 3.142 -1.210
C -1.799 2.827 -0.984
C -2.174 1.508 -0.769
C -1.214 0.507 -0.786
C 0.674 -1.823 -0.014
C 0.068 -2.933 -0.595
C -0.413 -3.960 0.210
C -0.274 -3.859 1.588
C 0.314 -2.731 2.152
C 0.808 -1.671 1.386
H 1.646 -2.594 -6.261
H -0.140 -0.982 -5.682
H -0.270 -0.038 -3.409
H 3.200 -2.269 -2.286
H 3.317 -3.240 -4.546
H 1.537 2.399 -1.343
H -0.162 4.173 -1.337
H -2.544 3.613 -0.942
H -3.207 1.263 -0.553
H -1.499 -0.518 -0.582
H -0.028 -3.008 -1.673
H -0.884 -4.829 -0.233
H -0.628 -4.663 2.224
H 0.390 -2.681 3.236
N 1.728 0.319 5.108
C 1.687 0.106 3.964
H 1.406 0.753 5.948
Br -4.692 3.008 2.770
C -2.971 2.193 2.653
C -1.852 2.989 2.491
C -0.607 2.376 2.378
C -0.444 0.986 2.410
C -1.609 0.235 2.593
C -2.868 0.815 2.715
H -1.948 4.066 2.435
H 0.255 3.018 2.232
H -1.545 -0.848 2.616
H -3.756 0.208 2.840
Se 3.159 4.642 1.206
C 2.757 2.900 1.465
N 2.496 1.780 1.632
*
```